{"formula": "C20H30N4O8PSSe4Zr", "method": "wB97M-V/def2-TZVPD", "species": ["Zr", "N", "C", "C", "C", "C", "C", "C", "S", "O", "O", "N", "C", "N", "C", "C", "C", "N", "H", "H", "H", "H", "H", "H", "H", "H", "H", "Se", "Se", "Se", "Se", "C", "C", "C", "C", "O", "P", "O", "O", "O", "C", "C", "C", "C", "H", "H", "H", "H", "H", "H", "H", "H", "H", "H", "H", "H", "H", "H", "H", "H", "H", "H", "C", "C", "O", "O", "H", "H", "H"], "coordinates": [[-0.596, 0.025, -0.449], [-3.679, -3.789, 5.579], [-2.744, -3.423, 4.619], [-3.127, -3.263, 3.289], [-2.206, -2.872, 2.339], [-0.883, -2.660, 2.712], [-0.469, -2.882, 4.024], [-1.397, -3.265, 4.969], [0.228, -2.044, 1.521], [-0.502, -2.105, 0.221], [1.463, -2.766, 1.597], [0.419, -0.438, 1.541], [0.420, 0.296, 2.711], [0.870, -0.268, 3.832], [0.778, 0.466, 4.936], [0.276, 1.753, 4.941], [-0.125, 2.251, 3.709], [-0.053, 1.542, 2.596], [-4.630, -3.543, 5.357], [-3.432, -3.560, 6.528], [-4.159, -3.398, 2.989], [-2.533, -2.755, 1.313], [0.569, -2.755, 4.290], [-1.087, -3.434, 5.994], [1.121, -0.006, 5.852], [0.196, 2.334, 5.847], [-0.537, 3.250, 3.613], [-2.756, 0.257, 1.302], [-3.923, 2.065, 2.091], [-4.422, -2.487, -0.604], [-3.326, -0.482, -0.885], [-1.287, 0.412, -4.920], [-0.279, 1.480, -4.515], [0.777, 1.687, -5.592], [-0.992, 2.781, -4.187], [0.421, 1.127, -3.277], [0.829, -0.392, -2.959], [1.534, -1.073, -4.048], [-0.419, -1.003, -2.296], [1.657, -0.157, -1.583], [3.098, -0.392, -1.377], [3.352, -1.887, -1.471], [3.866, 0.398, -2.427], [3.392, 0.136, 0.015], [-1.812, 0.754, -5.813], [-2.019, 0.246, -4.130], [-0.798, -0.534, -5.154], [0.299, 1.983, -6.528], [1.335, 0.766, -5.753], [1.470, 2.474, -5.289], [-1.501, 3.158, -5.076], [-0.271, 3.531, -3.856], [-1.726, 2.626, -3.397], [3.076, -2.262, -2.456], [2.781, -2.414, -0.706], [4.414, -2.082, -1.304], [3.631, 0.045, -3.430], [4.936, 0.276, -2.253], [3.619, 1.458, -2.349], [2.848, -0.433, 0.768], [3.107, 1.185, 0.092], [4.461, 0.038, 0.213], [-0.516, 4.102, -0.412], [-0.517, 2.619, -0.561], [0.522, 1.938, -0.300], [-1.548, 1.995, -0.943], [0.248, 4.523, -1.067], [-0.247, 4.341, 0.617], [-1.495, 4.509, -0.650]], "atomic_forces_ev_per_a": [[-0.22, -0.14, 0.47], [0.01, -0.03, 0.00], [0.00, -0.02, 0.00], [0.00, 0.05, 0.00], [0.02, -0.02, 0.01], [-0.13, 0.22, 0.09], [0.04, -0.13, -0.04], [0.00, 0.00, 0.00], [0.28, 0.01, -0.20], [0.26, -0.04, -0.15], [-0.01, 0.00, 0.07], [-0.40, -0.12, 0.03], [0.17, 0.11, -0.07], [0.02, -0.01, 0.01], [-0.01, 0.01, 0.00], [0.00, -0.01, -0.01], [-0.01, 0.02, 0.02], [0.02, -0.01, 0.00], [0.00, -0.01, 0.00], [-0.01, 0.01, 0.00], [0.00, -0.03, 0.00], [0.00, 0.04, 0.00], [0.00, 0.03, 0.00], [0.00, 0.00, 0.00], [0.01, 0.00, 0.00], [0.00, 0.00, 0.00], [-0.02, -0.01, -0.01], [-0.16, -0.38, 0.29], [0.24, 0.23, -0.20], [0.19, -0.10, -0.12], [-0.25, 0.30, 0.07], [-0.02, 0.02, 0.02], [0.02, 0.16, 0.01], [0.00, -0.04, -0.01], [0.02, 0.01, -0.01], [0.16, -0.15, -0.10], [0.01, -0.15, 0.04], [-0.01, -0.09, 0.04], [-0.17, 0.47, -0.05], [0.01, -0.10, -0.05], [0.02, 0.19, 0.00], [0.00, 0.00, -0.01], [0.01, -0.01, 0.00], [0.01, -0.01, 0.00], [-0.01, 0.00, 0.00], [0.01, -0.01, 0.01], [0.00, 0.00, 0.00], [0.00, 0.01, 0.00], [0.00, 0.00, 0.00], [0.01, -0.01, 0.00], [0.00, 0.00, 0.00], [0.00, 0.00, 0.01], [0.00, 0.00, 0.00], [0.00, 0.00, 0.00], [-0.01, 0.00, -0.01], [0.00, 0.00, 0.01], [0.00, 0.00, 0.00], [0.00, 0.00, 0.00], [-0.01, 0.00, -0.01], [0.01, -0.01, 0.00], [-0.01, 0.00, 0.00], [0.00, 0.01, 0.00], [0.01, 0.01, -0.02], [0.02, -0.01, -0.06], [-0.12, -0.11, 0.14], [0.03, -0.17, -0.25], [0.01, 0.00, 0.00], [-0.02, -0.01, 0.01], [-0.01, -0.01, 0.01]], "spin_multiplicity": 1, "e_lumo_ev": 2.39, "charge": -1, "orbital_gap_ev": 6.39}